Here is a molecular structure, C8H13N from the OMol25 dataset. Energies are from wB97M-V/def2-TZVPD.

The calculation puts the HOMO energy at -8.5 eV. The relative energy (zero: lowest compared OMol25 entry of this formula, charge and spin) is 4.322 eV. The calculation puts the frontier orbital gap at 9.51 eV. The LUMO energy is 1.0 eV.

Each line ends with the natural charge from an NBO analysis.
Element x y z (Å)
C 2.289 -0.237 -0.558  -0.597
C 1.361 -0.644 0.553  -0.439
C 0.032 -0.479 0.188  0.074
C -1.204 -1.186 0.944  -0.371
C -1.849 -0.912 -0.383  -0.091
C -1.946 0.663 -0.445  -0.223
C -0.629 0.899 -0.040  0.022
C -0.080 2.307 0.079  -0.672
H 2.154 -1.012 -1.418  0.216
H 1.928 0.675 -1.060  0.208
H 3.373 -0.163 -0.159  0.216
H 1.609 -0.042 1.408  0.221
H 1.688 -1.731 0.865  0.206
H -0.916 -2.219 1.175  0.194
H -1.593 -0.691 1.921  0.191
H -2.630 -1.468 -0.682  0.195
H -0.298 -2.309 -0.965  0.348
H -2.736 1.424 -0.583  0.233
H -0.082 2.941 1.173  0.230
H -0.885 3.033 -0.459  0.226
H 0.928 2.413 -0.505  0.227
N -0.516 -1.261 -1.050  -0.614

Here is a molecular structure, C23H31GeIrN4O3Se from the OMol25 dataset. Energies are from wB97M-V/def2-TZVPD.

The calculation puts the HOMO energy (spin up / spin down) at -16.0 / -16.1 eV. Its spin multiplicity is 6. The relative energy (zero: lowest compared OMol25 entry of this formula, charge and spin) is 1.304 eV. As for the net charge: +3. The expectation value of S² is 8.8283. The calculation puts the frontier orbital gap (spin up / spin down) at 7.34 / 5.00 eV. The LUMO energy (spin up / spin down) is -8.6 / -11.1 eV.

Each line ends with the natural charge from an NBO analysis.
Element x y z (Å)
Ir 0.842 -1.319 2.535  1.053
C -7.220 2.934 -7.316  -0.266
O -5.855 2.956 -6.760  -0.352
C -5.170 1.939 -6.167  0.447
C -3.672 2.068 -6.073  -0.137
C -3.008 1.063 -5.486  -0.213
C -3.815 0.122 -4.820  0.216
C -5.115 -0.176 -5.112  -0.158
C -5.810 0.748 -5.839  -0.195
N -3.229 -0.629 -3.831  -0.129
N -2.453 -0.025 -3.079  -0.115
C -1.849 -0.851 -1.965  0.218
C -1.207 -2.050 -2.355  -0.196
C -0.199 -2.587 -1.575  -0.174
C 0.278 -1.868 -0.398  0.452
O 0.967 -2.427 0.473  -0.554
C -0.342 -0.489 -0.056  0.206
N -0.088 0.223 1.085  -0.544
C -0.739 1.352 1.358  0.116
C -1.813 1.833 0.528  -0.202
C -2.046 1.146 -0.551  -0.121
C -1.463 -0.062 -0.799  -0.127
H -7.559 3.928 -7.545  0.252
H -7.943 2.433 -6.622  0.210
H -7.214 2.393 -8.227  0.225
H -3.203 2.930 -6.555  0.276
H -1.961 1.203 -5.441  0.269
H -5.567 -1.051 -4.699  0.273
H -6.756 0.525 -6.193  0.257
H -1.572 -2.424 -3.327  0.268
H 0.456 -3.458 -1.808  0.277
H -0.440 1.799 2.373  0.239
H -2.324 2.707 0.840  0.261
H -2.891 1.506 -1.156  0.252
C -0.844 -0.707 5.479  -0.722
C -1.550 -1.560 4.429  0.715
N -2.767 -1.957 4.681  -0.724
O -0.965 -1.844 3.339  -0.745
H -1.426 -0.454 6.408  0.272
H -0.372 0.145 4.980  0.245
H 0.087 -1.288 5.660  0.265
H -3.252 -1.690 5.561  0.447
H -3.243 -2.610 4.011  0.441
C 6.873 -0.812 2.108  -1.064
Ge 5.833 0.520 3.203  1.583
C 5.838 0.184 5.144  -1.079
C 6.347 2.389 2.845  -1.067
C 3.995 0.105 2.530  -1.035
Se 3.193 -1.537 3.129  0.487
C 4.077 -2.736 1.755  -0.722
H 7.934 -0.631 1.995  0.264
H 6.481 -0.831 1.086  0.216
H 6.683 -1.787 2.562  0.222
H 6.683 0.705 5.561  0.258
H 5.946 -0.909 5.396  0.245
H 4.962 0.578 5.585  0.228
H 7.226 2.620 3.456  0.263
H 5.548 3.135 2.933  0.245
H 6.657 2.361 1.770  0.242
H 3.912 0.152 1.424  0.247
H 3.376 0.891 2.905  0.241
H 4.475 -3.621 2.227  0.255
H 4.921 -2.149 1.357  0.257
H 3.353 -3.051 1.047  0.238

Here is 11 unconnected molecules or ions with the total composition C26H52Br18O4S2 from the OMol25 dataset. Energies are from wB97M-V/def2-TZVPD.

The calculation puts the HOMO energy at -9.7 eV. The SMILES is O=S1(=O)CCCC1.O=S1(=O)CCCC1.BrCCBr.BrCCBr.BrCCBr.BrCCBr.BrCCBr.BrCCBr.BrCCBr.BrCCBr.BrCCBr. The calculation puts the frontier orbital gap at 9.75 eV. The LUMO energy is 0.0 eV.

Each line ends with the Mulliken charge.
Element x y z (Å)
C -7.495 7.163 -7.719  -0.627
C -6.318 7.770 -8.513  -0.611
C -5.117 8.013 -7.551  -0.600
S -5.387 6.827 -6.143  1.066
O -5.720 7.587 -4.999  -0.620
O -4.215 5.961 -6.056  -0.652
C -6.877 6.055 -6.864  -0.645
H -8.329 6.806 -8.324  0.339
H -7.966 7.913 -7.084  0.325
H -6.616 8.721 -8.954  0.306
H -6.013 7.021 -9.244  0.304
H -4.973 8.990 -7.090  0.348
H -4.141 7.697 -7.920  0.326
H -7.495 5.450 -6.201  0.428
H -6.526 5.436 -7.690  0.312
C 1.984 -0.978 0.064  -0.609
C 2.007 0.338 -0.760  -0.610
C 0.606 0.991 -0.781  -0.683
S -0.569 -0.096 0.059  1.073
O -1.699 -0.372 -0.832  -0.664
O -0.891 0.368 1.424  -0.640
C 0.476 -1.518 0.169  -0.680
H 2.373 -0.754 1.058  0.307
H 2.723 -1.611 -0.429  0.345
H 2.133 0.103 -1.817  0.233
H 2.875 0.976 -0.595  0.411
H 0.271 1.199 -1.797  0.404
H 0.621 1.999 -0.366  0.350
H 0.240 -1.979 -0.790  0.319
H 0.170 -2.178 0.981  0.444
Br -3.714 -8.199 -1.489  -0.153
C -3.984 -9.096 0.246  -0.570
C -3.374 -10.512 0.154  -0.569
Br -3.750 -11.552 1.719  -0.144
H -5.036 -9.180 0.519  0.365
H -3.542 -8.409 0.968  0.362
H -2.291 -10.399 0.209  0.331
H -3.728 -11.021 -0.742  0.379
Br 7.319 8.805 -9.393  -0.180
C 7.327 6.844 -8.972  -0.565
C 5.887 6.571 -8.516  -0.614
Br 5.955 4.925 -7.403  -0.184
H 7.974 6.588 -8.132  0.390
H 7.670 6.194 -9.777  0.385
H 5.163 6.492 -9.327  0.381
H 5.553 7.361 -7.843  0.387
Br 8.227 -2.459 5.063  -0.126
C 9.429 -1.445 3.910  -0.587
C 10.863 -1.975 4.116  -0.620
Br 11.671 -1.374 5.872  -0.120
H 9.410 -0.376 4.124  0.362
H 8.929 -1.681 2.971  0.347
H 11.474 -1.639 3.279  0.352
H 10.944 -3.059 4.034  0.393
Br -1.659 0.675 -9.439  -0.165
C -0.378 -0.309 -8.276  -0.624
C -0.218 -1.771 -8.680  -0.544
Br 1.015 -2.619 -7.364  -0.160
H -0.780 -0.250 -7.264  0.377
H 0.593 0.177 -8.368  0.377
H 0.256 -1.855 -9.658  0.362
H -1.164 -2.311 -8.659  0.377
Br 5.533 -8.256 -2.366  -0.170
C 7.349 -7.812 -1.715  -0.625
C 8.128 -7.126 -2.831  -0.542
Br 10.050 -7.205 -2.154  -0.180
H 7.926 -8.666 -1.360  0.396
H 7.232 -7.190 -0.828  0.375
H 7.913 -6.065 -2.955  0.352
H 7.914 -7.624 -3.777  0.394
Br -5.498 6.521 6.626  -0.124
C -6.199 6.088 4.845  -0.515
C -7.660 5.585 4.943  -0.636
Br -8.773 6.733 6.208  -0.134
H -5.524 5.454 4.270  0.380
H -6.231 7.060 4.352  0.305
H -7.696 4.614 5.436  0.329
H -8.175 5.377 4.005  0.396
Br 2.402 1.952 9.212  -0.172
C 1.667 3.311 7.898  -0.609
C 2.818 4.069 7.193  -0.558
Br 2.198 4.994 5.612  -0.148
H 0.981 3.948 8.457  0.370
H 1.030 2.800 7.176  0.385
H 3.552 3.334 6.863  0.343
H 3.434 4.673 7.859  0.390
Br -6.663 -0.210 11.021  -0.164
C -5.617 -0.710 9.383  -0.666
C -6.447 -1.430 8.307  -0.475
Br -5.184 -2.189 6.972  -0.157
H -4.739 -1.269 9.709  0.395
H -5.281 0.273 9.053  0.354
H -7.161 -0.723 7.885  0.361
H -7.009 -2.252 8.751  0.353
Br 1.207 -7.819 5.832  -0.180
C -0.098 -7.788 7.267  -0.616
C 0.488 -8.554 8.424  -0.562
Br -0.890 -8.118 9.843  -0.181
H -1.002 -8.254 6.876  0.386
H -0.161 -6.729 7.518  0.384
H 1.457 -8.196 8.772  0.388
H 0.562 -9.635 8.304  0.381

Here is 2 unconnected molecules or ions with the total composition CH3ClI2Si from the OMol25 dataset. Energies are from wB97M-V/def2-TZVPD.

The calculation puts the HOMO energy (spin up / spin down) at -9.1 / -9.1 eV. The SMILES is C=[Si](I)I.Cl. The relative energy (zero: lowest compared OMol25 entry of this formula, charge and spin) is 3.939 eV. The calculation puts the frontier orbital gap (spin up / spin down) at 7.79 / 7.79 eV. The LUMO energy (spin up / spin down) is -1.3 / -1.3 eV.

Each line ends with the natural charge from an NBO analysis.
Element x y z (Å)
C -0.465 -0.326 -0.279  -1.272
Si 1.308 -0.398 -0.312  1.048
Cl -2.821 1.246 1.473  -0.364
I 3.216 -2.027 -0.530  -0.112
I 2.408 1.776 -0.200  -0.128
H -0.765 0.415 -0.884  0.236
H -1.205 -1.216 -0.283  0.277
H -1.676 0.531 1.015  0.315

Here is a molecular structure, C30H38Cl2FN5OPbSSi from the OMol25 dataset. Energies are from wB97M-V/def2-TZVPD.

The calculation puts the HOMO energy at -12.1 eV. The relative energy (zero: lowest compared OMol25 entry of this formula, charge and spin) is 2.526 eV. As for the net charge: +2. The calculation puts the frontier orbital gap at 4.12 eV. The LUMO energy is -8.0 eV.

Each line ends with the Mulliken charge.
Element x y z (Å)
Pb -0.244 0.234 -0.023  1.144
N 0.693 4.467 1.792  0.227
C -0.349 3.425 2.085  1.499
C -0.272 2.895 3.507  -1.415
C -1.155 1.648 3.585  -0.139
N -0.499 0.565 2.809  -0.406
C -2.587 1.977 3.112  -1.101
C -2.741 2.809 1.821  -0.251
N -2.541 1.995 0.605  -0.285
C -1.742 3.966 1.800  -1.346
H 1.598 4.213 2.186  0.448
H 0.437 5.381 2.163  0.413
H 0.808 4.543 0.778  -0.197
H -0.136 2.634 1.385  -1.058
H -0.634 3.642 4.219  0.368
H 0.755 2.632 3.789  0.564
H -1.226 1.353 4.632  0.440
H -0.933 -0.327 3.026  0.257
H 0.468 0.481 3.119  0.201
H -3.055 2.547 3.920  0.453
H -3.164 1.050 3.012  0.423
H -3.745 3.236 1.829  0.405
H -2.533 2.600 -0.214  0.207
H -3.320 1.353 0.489  0.249
H -2.021 4.697 2.566  0.493
H -1.781 4.462 0.824  0.444
Cl 1.283 5.306 -1.172  -0.380
C 0.909 4.043 -2.321  0.591
C 0.978 4.394 -3.680  -0.781
C 0.721 3.469 -4.639  0.575
Cl 0.837 3.910 -6.306  -0.228
C 0.363 2.153 -4.268  0.076
C 0.062 1.135 -5.202  -0.713
C -0.276 -0.115 -4.772  -1.085
C -0.326 -0.358 -3.393  -0.208
N -0.063 0.566 -2.497  0.049
C 0.294 1.821 -2.894  0.706
C 0.592 2.776 -1.856  -1.050
O 0.566 2.450 -0.578  0.206
H 1.243 5.404 -3.964  0.507
H 0.112 1.362 -6.259  0.439
H -0.499 -0.910 -5.469  0.437
H -0.570 -1.349 -3.013  0.479
C 3.277 -4.575 -1.484  -0.970
Si 3.976 -3.837 0.077  0.199
C 3.263 -4.607 1.618  -0.985
C 5.826 -4.030 0.088  -1.104
C 3.605 -1.965 0.117  0.078
C 4.657 -1.050 0.139  0.055
C 4.449 0.329 0.162  -1.217
C 3.156 0.777 0.181  -0.340
N 2.115 -0.074 0.183  -0.072
C 2.302 -1.419 0.130  0.294
S 0.828 -2.375 0.063  -0.578
H 3.654 -5.598 -1.610  0.355
H 3.583 -3.997 -2.363  0.335
H 2.187 -4.612 -1.456  0.253
H 3.629 -5.637 1.724  0.359
H 2.172 -4.635 1.583  0.265
H 3.570 -4.052 2.510  0.333
H 6.061 -5.102 0.090  0.322
H 6.287 -3.593 0.980  0.321
H 6.299 -3.593 -0.799  0.327
H 5.678 -1.425 0.129  0.400
H 5.275 1.030 0.157  0.437
H 2.903 1.834 0.178  0.440
F -7.596 -4.004 0.126  -0.228
C -6.379 -3.590 0.107  0.457
C -5.828 -3.230 -1.132  -0.656
C -4.540 -2.800 -1.151  -0.304
C -3.780 -2.717 0.066  0.646
C -2.487 -2.302 0.040  -0.315
C -4.400 -3.099 1.306  -0.385
C -5.688 -3.531 1.327  -0.597
H -6.428 -3.307 -2.031  0.480
H -4.066 -2.527 -2.089  0.456
H -1.993 -2.059 -0.898  0.052
H -1.869 -2.277 0.938  0.297
H -3.820 -3.057 2.221  0.447
H -6.185 -3.832 2.241  0.488

Here is a molecular structure, C10H23IMnN14O from the OMol25 dataset. Energies are from wB97M-V/def2-TZVPD.

The calculation puts the HOMO energy (spin up / spin down) at -5.4 / -5.5 eV. Its spin multiplicity is 6. The relative energy (zero: lowest compared OMol25 entry of this formula, charge and spin) is 0.377 eV. The expectation value of S² is 8.7534. The calculation puts the frontier orbital gap (spin up / spin down) at 4.73 / 4.72 eV. The LUMO energy (spin up / spin down) is -0.7 / -0.7 eV.

Each line ends with the natural charge from an NBO analysis.
Element x y z (Å)
Mn 0.319 0.378 -0.232  1.435
N -2.159 0.806 1.297  -0.864
C -2.593 -0.390 0.553  0.274
C -1.124 -1.668 2.050  -0.038
N 0.231 -1.379 1.462  -0.513
C 1.147 -1.116 2.571  -0.230
C 1.025 0.321 3.043  -0.215
N 1.270 1.218 1.908  -0.856
C 0.696 -2.497 0.623  -0.246
C 2.099 -2.249 0.058  -0.231
N 2.332 -0.832 -0.311  -0.922
H -2.644 1.600 0.889  0.359
H -2.504 0.734 2.250  0.380
H -3.678 -0.386 0.396  0.165
H -2.254 0.399 -1.345  0.369
H -1.222 -0.991 2.902  0.163
H -1.122 -2.694 2.434  0.209
H 0.967 -1.803 3.409  0.197
H 2.175 -1.282 2.248  0.198
H 0.017 0.519 3.405  0.197
H 1.710 0.491 3.880  0.187
H 0.999 2.167 2.134  0.375
H 2.258 1.248 1.679  0.365
H 0.702 -3.440 1.186  0.192
H -0.026 -2.619 -0.184  0.250
H 2.860 -2.556 0.775  0.185
H 2.224 -2.890 -0.815  0.220
H 3.212 -0.502 0.063  0.371
H 2.403 -0.731 -1.325  0.424
N -1.678 -1.487 -2.808  -0.625
C -0.393 -1.085 -3.126  0.455
N 0.214 -1.295 -4.286  -0.377
N 1.414 -0.703 -4.152  -0.076
N 1.521 -0.159 -2.990  -0.205
N 0.368 -0.389 -2.286  -0.588
C -1.954 -1.604 -1.408  0.315
N -2.240 -2.702 -0.836  -0.276
N -2.505 -2.853 0.462  -0.347
N -2.254 -1.591 1.208  -0.389
N -1.885 -0.336 -0.740  -0.738
H -1.976 -2.293 -3.336  0.413
N -0.831 4.231 -0.521  -0.780
C 0.138 3.506 -1.099  0.675
O 0.502 2.421 -0.659  -0.731
C 0.757 4.040 -2.365  -0.612
I 2.203 5.493 -1.826  0.134
H -1.129 3.940 0.397  0.409
H -0.921 5.210 -0.744  0.412
H 0.044 4.550 -3.005  0.249
H 1.283 3.248 -2.884  0.278

| no. | energy (hartree) | largest force on an atom (eV Å⁻¹) |
| --- | --- | --- |
| 1 | -367.2183 | 5.74 |
| 2 | -5921.2747 | 5.34 |
| 3 | -48451.3210 | 2.66 |
| 4 | -1384.9578 | 5.41 |
| 5 | -3415.3370 | 0.83 |
| 6 | -2685.3292 | 1.39 |